A.
{"formula": "C30H49GeIrN5OSi3", "method": "the ωB97M-V functional and the def2-TZVPD basis", "spin_multiplicity": 2, "charge": 2, "s2": 0.757, "gap_ev": [6.9, 5.1], "species": ["Ir", "N", "C", "C", "C", "C", "C", "C", "C", "C", "C", "C", "C", "C", "N", "C", "C", "C", "C", "N", "H", "H", "H", "H", "H", "H", "H", "H", "H", "H", "C", "Si", "C", "C", "Ge", "Si", "C", "C", "C", "Si", "C", "C", "C", "H", "H", "H", "H", "H", "H", "H", "H", "H", "H", "H", "H", "H", "H", "H", "H", "H", "H", "H", "H", "H", "H", "H", "H", "H", "H", "H", "C", "N", "C", "C", "O", "N", "C", "C", "H", "H", "H", "H", "H", "H", "H", "H", "H", "H", "H", "H"], "xyz": [[0.213, -0.800, -0.074], [-2.478, 0.582, 9.790], [-2.195, 0.425, 8.689], [-1.840, 0.234, 7.309], [-2.129, 1.230, 6.378], [-1.780, 1.050, 5.052], [-1.160, -0.130, 4.647], [-0.878, -1.125, 5.578], [-1.211, -0.942, 6.910], [-0.799, -0.317, 3.218], [0.192, 0.515, 2.679], [0.965, 1.476, 3.362], [1.872, 2.007, 2.461], [1.640, 1.365, 1.243], [0.636, 0.479, 1.358], [-1.433, -1.321, 2.502], [-2.348, -2.294, 2.976], [-2.582, -3.174, 1.941], [-1.834, -2.705, 0.850], [-1.155, -1.598, 1.167], [-2.620, 2.138, 6.701], [-1.996, 1.825, 4.327], [-0.391, -2.039, 5.264], [-0.988, -1.706, 7.641], [0.856, 1.722, 4.405], [2.612, 2.768, 2.643], [2.144, 1.502, 0.301], [-2.746, -2.336, 3.977], [-3.214, -4.046, 1.948], [-1.770, -3.126, -0.143], [1.237, 2.688, -2.143], [-0.460, 2.924, -1.384], [-1.525, 3.885, -2.581], [-0.439, 3.842, 0.243], [-1.311, 0.610, -1.227], [-1.825, -0.642, -3.318], [-2.815, 0.551, -4.357], [-0.178, -0.999, -4.123], [-2.763, -2.220, -2.997], [-3.612, 1.003, -0.079], [-4.567, 2.063, -1.262], [-4.452, -0.617, 0.228], [-3.095, 1.865, 1.486], [1.825, 3.604, -2.041], [1.142, 2.476, -3.211], [1.795, 1.871, -1.690], [-1.020, 4.840, -2.757], [-2.507, 4.119, -2.173], [-1.655, 3.405, -3.550], [0.330, 4.617, 0.197], [-0.248, 3.234, 1.126], [-1.397, 4.347, 0.382], [-2.243, 1.440, -4.623], [-3.749, 0.862, -3.894], [-3.070, 0.040, -5.291], [0.280, -0.089, -4.515], [-0.345, -1.678, -4.963], [0.531, -1.469, -3.442], [-3.768, -2.042, -2.615], [-2.249, -2.887, -2.303], [-2.860, -2.758, -3.943], [-4.834, 1.530, -2.172], [-4.072, 2.995, -1.525], [-5.504, 2.321, -0.755], [-4.697, -1.155, -0.687], [-5.396, -0.371, 0.728], [-3.892, -1.271, 0.892], [-2.867, 2.916, 1.319], [-2.227, 1.390, 1.944], [-3.929, 1.801, 2.193], [2.859, -2.012, 0.974], [3.567, -1.123, 0.064], [4.762, -0.504, 0.640], [3.066, -0.759, -1.132], [1.794, -0.741, -1.371], [3.891, -0.448, -2.131], [3.381, 0.139, -3.368], [5.252, -0.981, -2.231], [3.566, -2.744, 1.364], [2.086, -2.576, 0.444], [2.429, -1.468, 1.817], [4.501, -0.112, 1.625], [5.098, 0.321, 0.020], [5.571, -1.225, 0.754], [2.512, 0.750, -3.164], [3.115, -0.639, -4.084], [4.166, 0.761, -3.795], [5.435, -1.711, -1.450], [5.993, -0.184, -2.173], [5.349, -1.478, -3.196]]}

B.
{"formula": "C30H49GeIrN5OSi3", "method": "the ωB97M-V functional and the def2-TZVPD basis", "spin_multiplicity": 2, "charge": 2, "s2": 0.762, "gap_ev": [6.8, 6.0], "species": ["Ir", "N", "C", "C", "C", "C", "C", "C", "C", "C", "C", "C", "C", "C", "N", "C", "C", "C", "C", "N", "H", "H", "H", "H", "H", "H", "H", "H", "H", "H", "C", "Si", "C", "C", "Ge", "Si", "C", "C", "C", "Si", "C", "C", "C", "H", "H", "H", "H", "H", "H", "H", "H", "H", "H", "H", "H", "H", "H", "H", "H", "H", "H", "H", "H", "H", "H", "H", "H", "H", "H", "H", "C", "N", "C", "C", "O", "N", "C", "C", "H", "H", "H", "H", "H", "H", "H", "H", "H", "H", "H", "H"], "xyz": [[-0.557, 1.138, 1.103], [7.714, -1.296, 6.525], [6.785, -1.089, 5.884], [5.620, -0.830, 5.081], [5.349, -1.626, 3.971], [4.236, -1.364, 3.193], [3.376, -0.319, 3.527], [3.644, 0.462, 4.652], [4.767, 0.217, 5.421], [2.179, -0.027, 2.707], [2.338, 0.314, 1.369], [3.515, 0.278, 0.580], [3.140, 0.483, -0.729], [1.749, 0.676, -0.717], [1.264, 0.585, 0.520], [0.913, -0.146, 3.332], [0.660, -0.626, 4.617], [-0.728, -0.649, 4.806], [-1.287, -0.197, 3.635], [-0.326, 0.108, 2.715], [6.009, -2.446, 3.726], [4.016, -1.992, 2.339], [2.981, 1.277, 4.913], [4.986, 0.830, 6.283], [4.510, 0.096, 0.950], [3.772, 0.488, -1.601], [1.096, 0.864, -1.555], [1.411, -0.942, 5.321], [-1.262, -0.985, 5.678], [-2.328, -0.102, 3.382], [-5.222, 0.972, 1.465], [-3.589, 1.873, 1.680], [-3.610, 3.528, 0.809], [-3.291, 2.142, 3.507], [-2.541, -0.018, 0.293], [-3.036, 0.438, -2.068], [-3.232, 2.261, -2.415], [-4.641, -0.434, -2.448], [-1.671, -0.325, -3.093], [-2.751, -2.414, 0.727], [-4.572, -2.779, 0.589], [-1.757, -3.128, -0.680], [-2.103, -3.026, 2.357], [-6.008, 1.616, 1.869], [-5.249, 0.032, 2.020], [-5.473, 0.769, 0.422], [-3.604, 4.325, 1.556], [-4.529, 3.633, 0.230], [-2.776, 3.686, 0.133], [-3.966, 2.952, 3.801], [-2.275, 2.448, 3.757], [-3.546, 1.280, 4.123], [-4.231, 2.602, -2.142], [-3.118, 2.410, -3.493], [-2.504, 2.885, -1.904], [-5.481, -0.057, -1.863], [-4.582, -1.515, -2.320], [-4.873, -0.247, -3.501], [-0.664, -0.153, -2.705], [-1.720, 0.100, -4.099], [-1.801, -1.403, -3.183], [-5.013, -2.452, -0.352], [-5.143, -2.335, 1.406], [-4.700, -3.864, 0.654], [-2.280, -3.055, -1.633], [-1.599, -4.189, -0.470], [-0.775, -2.663, -0.790], [-2.658, -2.655, 3.217], [-1.042, -2.822, 2.506], [-2.229, -4.114, 2.332], [0.043, 4.087, 2.152], [0.441, 4.503, 0.813], [1.551, 5.456, 0.715], [-0.044, 3.863, -0.259], [-0.654, 2.735, -0.146], [0.083, 4.409, -1.475], [0.023, 5.847, -1.728], [-0.007, 3.597, -2.684], [0.341, 4.859, 2.858], [0.535, 3.156, 2.458], [-1.037, 3.974, 2.213], [2.127, 5.393, 1.635], [1.222, 6.486, 0.596], [2.202, 5.183, -0.113], [-0.198, 6.398, -0.822], [-0.791, 6.030, -2.431], [0.952, 6.209, -2.168], [0.148, 2.552, -2.445], [0.767, 3.925, -3.378], [-0.978, 3.717, -3.164]]}

B wins, 7.0 kJ/mol ahead of the next structure.

A.
{"formula": "C3H7FO2", "method": "the ωB97M-V functional and the def2-TZVPD basis", "gap_ev": 11.3, "smiles": "OC[C@H](O)CF", "species": ["O", "C", "C", "O", "C", "F", "H", "H", "H", "H", "H", "H", "H"], "xyz": [[1.068, 0.652, 1.507], [-0.205, 0.876, 0.943], [-0.578, -0.231, -0.040], [-0.416, -1.455, 0.543], [0.221, -0.089, -1.326], [0.262, -1.297, -1.935], [1.268, -0.278, 1.540], [-0.114, 1.868, 0.434], [-0.902, 1.014, 1.807], [-1.640, -0.136, -0.274], [0.147, -1.862, -0.064], [1.203, 0.356, -1.081], [-0.314, 0.583, -2.054]]}

B.
{"formula": "C3H7FO2", "method": "the ωB97M-V functional and the def2-TZVPD basis", "gap_ev": 11.8, "smiles": "CO[C@](C)(O)F", "species": ["C", "O", "C", "C", "O", "F", "H", "H", "H", "H", "H", "H", "H"], "xyz": [[-1.874, 0.914, 0.069], [-0.598, 0.323, 0.685], [0.283, -0.165, -0.140], [1.507, -0.791, 0.729], [0.842, 0.796, -1.150], [-0.180, -1.298, -0.824], [-1.308, 1.722, -0.546], [-2.484, 1.155, 0.904], [-2.453, 0.135, -0.630], [1.106, -1.336, 1.597], [2.112, -1.590, 0.143], [2.124, -0.027, 1.032], [0.923, 0.161, -1.869]]}

C.
{"formula": "C3H7FO2", "method": "the ωB97M-V functional and the def2-TZVPD basis", "gap_ev": 11.2, "smiles": "C[C@H](O)F.C=O", "species": ["C", "C", "O", "F", "H", "H", "H", "H", "H", "C", "O", "H", "H"], "xyz": [[-1.531, -1.392, 1.534], [-0.621, -0.505, 0.768], [-1.127, -0.165, -0.367], [0.675, -1.139, 0.462], [-0.962, -1.714, 2.417], [-2.399, -0.708, 1.710], [-1.969, -2.354, 1.189], [-0.220, 0.350, 1.390], [-0.558, 0.424, -0.821], [1.149, 2.081, -2.265], [0.020, 2.293, -2.018], [1.747, 2.529, -3.094], [1.876, 1.517, -1.545]]}

A wins, 24.5 kJ/mol ahead of the next structure.